# 1
C2H6O2S2 | ωB97M-V/def2-TZVPD

Structure (ORCA input):
```
! wB97M-V def2-TZVPD RIJCOSX def2/J DEFGRID3
* xyz 0 1
S -1.34970 0.55180 1.04113
S -0.74737 -0.94145 -0.29174
O 2.49313 0.28281 -0.56371
O 1.22031 2.15972 -0.75670
C 1.78472 0.99352 -1.18784
C -1.05477 -2.46710 0.61121
H -1.98210 -2.90979 0.33816
H -1.21861 -0.21008 2.11964
H 1.23530 2.09628 0.21658
H 1.43200 0.88934 -2.22938
H -1.13236 -2.39217 1.69321
H -0.23229 -3.11038 0.32880
*
```

Results
E_LUMO = 0.4 eV
gap between HOMO and LUMO = 8.8 eV
SMILES string = O=CO.CSS
energy above the lowest of the compared OMol25 structures with the same formula, charge and spin = 0.608 eV

---

# 2
C2H6O2Se | ωB97M-V/def2-TZVPD

Structure (ORCA input):
```
! wB97M-V def2-TZVPD RIJCOSX def2/J DEFGRID3
* xyz 0 1
Se -2.59445 0.37427 0.06310
O -0.55409 -1.53819 0.49695
O 1.44493 1.82605 -0.14555
C -1.32259 -1.05215 -0.53815
C 2.44996 1.30449 0.23276
H 3.27193 1.86590 0.70754
H -1.12796 -1.96532 1.14606
H 2.61819 0.21696 0.16460
H -1.94931 -1.81656 -1.01319
H -0.65495 -0.60267 -1.27271
H -1.58167 1.38723 0.15859
*
```

Results
E_LUMO = 0.8 eV
gap between HOMO and LUMO = 9.6 eV
SMILES string = OC[SeH].C=O
energy above the lowest of the compared OMol25 structures with the same formula, charge and spin = 0.000 eV

---

# 3
C2H6O3 | ωB97M-V/def2-TZVPD

Structure (ORCA input):
```
! wB97M-V def2-TZVPD RIJCOSX def2/J DEFGRID3
* xyz 0 1
O 1.53861 2.02016 -0.43420
O -1.33272 -0.77960 -0.70920
O 1.69799 -0.19359 -0.10235
C -1.60368 -0.66329 0.66846
C 2.13617 0.98645 -0.48625
H -2.41200 -1.31979 0.99200
H 0.79040 -0.50154 -0.01617
H -2.04061 0.31634 0.90099
H 3.14315 0.90735 -0.91469
H -0.71446 -0.81607 1.28280
H -1.20286 0.04357 -1.18138
*
```

Results
E_LUMO = 0.8 eV
gap between HOMO and LUMO = 11.6 eV
SMILES string = O=CO.CO
energy above the lowest of the compared OMol25 structures with the same formula, charge and spin = 1.510 eV

---

# 4
C2H6O3 | ωB97M-V/def2-TZVPD

Structure (ORCA input):
```
! wB97M-V def2-TZVPD RIJCOSX def2/J DEFGRID3
* xyz 0 1
O -1.15236 0.02745 -1.08198
O 0.48425 1.46303 -1.07113
O 1.20217 -2.39720 1.14002
C -0.48220 0.75642 -0.38221
C -0.38058 0.71188 1.07160
H 0.99068 -3.30011 0.69396
H 0.63688 -1.70529 0.82475
H -1.40372 0.46633 1.48076
H 0.32181 1.39194 -2.04943
H -0.18192 1.59784 1.68490
H 0.54051 -0.00671 1.33336
*
```

Results
E_LUMO = 0.6 eV
gap between HOMO and LUMO = 11.3 eV
SMILES string = CC(=O)O.O
energy above the lowest of the compared OMol25 structures with the same formula, charge and spin = 1.186 eV

---

Number 1: HOMO -8.4 eV. Number 2: HOMO -8.8 eV. Number 3: HOMO -10.9 eV. Number 4: HOMO -10.7 eV.